Record 1
This record from the Open Molecules 2025 dataset describes a structure of composition C31H62GeN6OS4Si3Sr. The level of theory is ωB97M-V/def2-TZVPD.

Element x y z (Å)
Sr -0.16544 1.47194 -0.27992
C 2.20477 2.03444 -4.25912
C 1.15373 2.12557 -3.19370
N 0.69284 1.03512 -2.53619
N 1.07126 -0.18960 -3.00039
C 0.78453 -1.32677 -2.39992
N 1.03962 -2.48304 -3.05767
S -0.06037 -1.42747 -0.85888
C 0.57978 3.38658 -2.83271
C 0.90790 4.58131 -3.52394
C 0.31000 5.76265 -3.17751
C -0.63161 5.79049 -2.14133
C -0.90565 4.60288 -1.50242
N -0.33067 3.43597 -1.81055
H 2.88173 1.19343 -4.08567
H 2.84048 2.91689 -4.26122
H 1.79133 1.93376 -5.26862
H 1.53641 -0.23766 -3.90162
H 1.69413 -2.49766 -3.82522
H 0.98239 -3.33626 -2.52465
H 1.61750 4.56318 -4.33704
H 0.56241 6.66901 -3.71229
H -1.13216 6.70106 -1.84753
H -1.61988 4.57987 -0.68444
C -3.49198 -3.89984 -1.03821
C -4.13347 -3.21687 0.16568
S -3.46913 -1.57475 0.55333
C -4.82077 -0.46380 0.12762
C -5.07726 -0.23146 -1.35555
S -3.63922 0.40693 -2.26442
C -3.41493 -0.79905 -3.58750
C -2.83270 -2.15522 -3.20588
S -4.08082 -3.36065 -2.66091
H -3.70148 -4.97019 -0.99116
H -2.40532 -3.79259 -1.00882
H -3.97235 -3.83634 1.05018
H -5.21251 -3.13500 0.02762
H -4.56462 0.47153 0.62825
H -5.73682 -0.82457 0.60156
H -5.90026 0.47721 -1.46572
H -5.37716 -1.16552 -1.82771
H -2.72982 -0.29315 -4.27267
H -4.35517 -0.91838 -4.12896
H -2.09517 -2.04332 -2.41252
H -2.33206 -2.57621 -4.07991
C 2.61922 3.70600 0.04493
C 2.21454 2.85622 1.25134
C 1.11425 3.57789 2.03241
O 1.81719 1.53731 0.88941
H 1.74941 4.12907 -0.46356
H 3.18860 3.12656 -0.67866
H 3.24014 4.54436 0.36699
H 3.09560 2.78873 1.89952
H 1.48830 4.55248 2.35190
H 0.81568 3.01420 2.91623
H 0.22291 3.76819 1.41769
C 2.84513 0.67575 3.26285
Si 3.16124 0.07531 1.48352
C 4.35865 0.78650 0.20267
C 4.33235 -1.38112 2.07710
Ge 1.72897 -1.74847 0.78212
Si 2.77988 -3.70178 -0.15926
C 1.43953 -4.83256 -0.88927
C 4.04485 -3.19988 -1.45718
C 3.64172 -4.72393 1.15468
Si 0.29410 -2.50191 2.55192
C -0.78990 -3.90887 1.94752
C -0.75501 -1.05705 3.11670
C 1.37003 -3.07274 3.97511
H 3.64307 1.34296 3.60031
H 2.88077 -0.18559 3.93164
H 1.89804 1.19215 3.40007
H 4.90011 1.65030 0.59731
H 3.83196 1.11291 -0.69253
H 5.10703 0.04214 -0.07073
H 5.13055 -0.90863 2.66226
H 4.81713 -1.92122 1.25961
H 3.87494 -2.12058 2.74307
H 0.44574 -4.38290 -0.95297
H 1.33294 -5.70816 -0.24534
H 1.72158 -5.21445 -1.87564
H 3.68297 -2.42856 -2.13838
H 4.35846 -4.06535 -2.04635
H 4.93261 -2.79811 -0.96516
H 2.93599 -5.10915 1.89231
H 4.42722 -4.18292 1.67854
H 4.09698 -5.58815 0.66122
H -1.29480 -3.65943 1.01263
H -1.55538 -4.13124 2.69603
H -0.20895 -4.81825 1.78211
H -1.35718 -0.64809 2.30334
H -0.10853 -0.27243 3.51792
H -1.44904 -1.36573 3.90294
H 2.10063 -3.82587 3.67900
H 0.73164 -3.51404 4.74581
H 1.91218 -2.24203 4.42770
N -4.99479 4.27626 3.29496
C -4.10297 3.55872 2.57709
C -3.05555 2.85946 3.19552
C -2.17388 2.15021 2.41570
N -2.23769 2.07618 1.07698
C -3.25109 2.73541 0.49426
C -4.18716 3.47403 1.17800
H -4.92452 4.34278 4.29357
H -5.73425 4.78416 2.84591
H -2.93903 2.86794 4.27088
H -1.37145 1.60004 2.89111
H -3.31761 2.65361 -0.58636
H -4.97797 3.97687 0.63720

ΔE to the lowest compared entry with this formula, charge and spin ... 1.875 eV
Multiplicity ... 2
Charge ... +1
⟨S²⟩ ... 0.774
Frontier orbital gap (alpha / beta) ... 0.214 / 0.280 Ha

***

Record 2
This record from the Open Molecules 2025 dataset describes a cluster of 3 separate species, C31H62N4O3PS in total at a distorted geometry. The level of theory is ωB97M-V/def2-TZVPD.

Element x y z (Å)
C -7.90256 -3.86798 1.09282
C -7.53844 -2.56424 0.36895
C -8.48528 -2.19736 -0.79065
C -7.76363 -1.81923 -2.08526
C -7.26230 -0.37796 -2.09799
C -6.84347 0.13014 -3.47934
C -5.87894 -0.79445 -4.21359
C -4.55062 -0.98933 -3.48003
C -3.41583 -1.49721 -4.38595
C -2.52550 -2.59926 -3.77108
C -1.01120 -2.29079 -3.75295
C -0.36274 -2.31310 -2.35421
C 0.68831 -1.21128 -2.12251
C 2.05681 -1.74486 -1.69632
C 3.12032 -0.65038 -1.57053
C 3.20933 -0.07067 -0.16101
C 4.39607 0.87978 0.00800
C 4.76094 1.06645 1.49112
N 4.82170 2.51991 2.01817
C 5.04375 2.51274 3.57543
O 5.18649 1.23537 4.02595
C 4.40581 0.89708 5.19326
C 5.01452 1.43368 6.48820
C 5.14989 0.36156 7.56574
P 3.23001 3.35175 1.65792
N 2.93707 4.60917 2.50001
S 6.25477 3.34034 1.21458
C 6.27825 4.96470 1.87617
O 7.34173 2.57487 1.70111
O 5.90906 3.41213 -0.15808
H -7.34827 -4.71552 0.68662
H -7.70111 -3.81431 2.16287
H -8.96397 -4.09485 0.97144
H -7.49881 -1.74555 1.09048
H -6.52736 -2.65739 -0.04034
H -9.14969 -3.04096 -0.99197
H -9.12670 -1.36455 -0.48904
H -6.91541 -2.50190 -2.20801
H -8.42761 -1.98192 -2.94018
H -8.05267 0.26851 -1.70398
H -6.41210 -0.28546 -1.41241
H -6.35328 1.10298 -3.35940
H -7.73589 0.30431 -4.08732
H -5.68487 -0.40504 -5.21779
H -6.33965 -1.77743 -4.35184
H -4.27058 -0.04046 -3.00880
H -4.69846 -1.70757 -2.66743
H -2.78776 -0.65515 -4.68609
H -3.87141 -1.88520 -5.30025
H -2.85622 -2.79969 -2.74809
H -2.68877 -3.52894 -4.31850
H -0.83867 -1.31584 -4.21523
H -0.49924 -3.02407 -4.37955
H 0.13629 -3.27836 -2.21765
H -1.14016 -2.25699 -1.58848
H 0.33401 -0.49674 -1.37185
H 0.83220 -0.64837 -3.05038
H 1.94595 -2.24007 -0.72366
H 2.37408 -2.50711 -2.41063
H 2.87971 0.15325 -2.27425
H 4.10311 -1.04962 -1.83081
H 2.27369 0.44249 0.09321
H 3.32461 -0.90138 0.54460
H 4.21138 1.81829 -0.50566
H 5.26065 0.44436 -0.49458
H 5.72406 0.63355 1.73640
H 4.00685 0.59758 2.11563
H 5.94492 3.10039 3.75048
H 4.18277 3.02263 4.01525
H 3.37968 1.25262 5.04301
H 4.37908 -0.19149 5.19836
H 6.00796 1.82449 6.25520
H 4.41685 2.26344 6.87197
H 5.74704 0.72743 8.39955
H 5.64514 -0.52415 7.16333
H 4.17743 0.05766 7.95304
H 3.27136 3.54374 0.27466
H 2.33639 2.28419 1.83028
H 3.61885 4.92636 3.17142
H 6.54666 4.95530 2.92774
H 7.07683 5.42868 1.29104
H 5.33120 5.46440 1.68580
N -0.57379 6.17333 0.29179
C 0.78461 6.16576 0.46456
C 1.30989 7.14461 -0.33908
C 0.22775 7.76746 -1.01689
C -0.91995 7.14638 -0.60445
H -1.22256 5.56688 0.75844
H 1.27307 5.47606 1.12690
H 2.35452 7.39480 -0.42788
H 0.28538 8.58036 -1.72056
H -1.94881 7.31880 -0.86913
N 0.34883 -5.51190 0.15961
C 1.65757 -5.56601 -0.23889
C 1.89495 -6.82099 -0.73169
C 0.67946 -7.55132 -0.62657
C -0.25467 -6.71769 -0.07359
H -0.09554 -4.70878 0.56377
H 2.30143 -4.70946 -0.13362
H 2.83188 -7.17824 -1.12457
H 0.51196 -8.57262 -0.92418
H -1.29040 -6.87957 0.16985

Charge ... +1
Frontier orbital gap ... 0.257 Ha